1.
17
Properties=species:S:1:pos:R:3:forces:R:3 method="wB97M-V/def2-TZVPD" energy_ev=-18662.0696 gap_ev="9.14 / 4.62" multiplicity=2 lumo_ev="-4.8008 / -9.3201" total_charge=+1
C 0.993782 0.739816 0.759178 -0.1 0.0 0.3
C -0.150720 1.787988 0.649721 -0.4 -0.5 0.2
S -0.366624 2.339108 -1.141898 1.6 -1.4 1.5
N 1.480801 0.854575 2.190664 -0.6 0.1 -2.1
H 0.576921 -0.291438 0.391679 0.9 1.7 1.3
H 1.756077 1.040623 0.026733 0.3 -0.2 0.1
H -1.050913 1.198597 0.969561 0.1 1.2 -0.4
H -0.019806 2.696348 1.334093 -0.3 -1.0 -1.2
H 0.851411 1.622930 -1.437739 -1.5 1.0 -0.1
H 2.308781 0.283626 2.293162 0.0 -0.3 0.2
H 1.811899 1.824410 2.270262 -0.1 -0.5 0.2
H -3.255890 -4.390461 0.487447 -0.4 1.3 -0.3
H -3.610271 -4.011774 -0.863406 -0.5 -1.5 -4.0
O -3.553029 -3.616568 -0.057871 1.0 0.2 4.3
H 1.375558 -2.265200 -0.875244 0.6 -1.1 -0.3
H 1.557674 -3.812942 -1.325322 1.5 2.9 0.9
O 2.070600 -2.942094 -1.040742 -2.1 -1.9 -0.7

2.
21
Properties=species:S:1:pos:R:3:forces:R:3 method="wB97M-V/def2-TZVPD" energy_ev=-9865.6744 gap_ev=9.68 smiles="C=C(C)C.N=C(N)N" lumo_ev=0.6653
C -2.100966 0.149050 0.351127 0.4 -1.4 -0.1
C -1.768669 -1.014629 1.311205 -0.7 0.8 1.6
C -1.847370 -0.770629 2.660014 -0.1 -1.1 -2.1
C -1.447117 -2.375709 0.707681 0.8 0.8 -0.3
H -1.179642 0.561896 -0.108804 -0.5 -0.2 0.1
H -2.629387 0.889284 0.928522 -0.1 0.5 0.0
H -2.775178 -0.221284 -0.453226 0.5 0.3 0.4
H -1.743335 -1.578061 3.379577 0.2 0.1 -0.1
H -2.170173 0.181285 3.057441 0.1 0.1 -0.1
H -1.141458 -3.094113 1.462629 -0.2 -0.1 0.1
H -0.570784 -2.243102 0.035671 -0.5 -0.1 0.2
H -2.253463 -2.796074 0.087313 0.1 0.3 0.3
N 1.599660 2.111793 -0.492610 0.4 0.0 0.2
C 1.734275 1.011590 -1.307550 -1.2 -1.1 -1.1
N 2.900456 0.273504 -1.085747 0.2 1.5 1.7
N 0.928872 0.593928 -2.251349 1.1 0.9 1.5
H 0.699573 2.522011 -0.314992 -0.1 -0.2 -0.2
H 2.211616 2.104646 0.306333 -0.1 0.2 0.0
H 3.198086 0.177600 -0.099533 -0.3 0.3 -0.9
H 2.766612 -0.610213 -1.467197 0.0 -1.8 -1.0
H 0.163704 1.253502 -2.340653 -0.2 0.0 -0.1

3.
10
Properties=species:S:1:pos:R:3:forces:R:3 method="wB97M-V/def2-TZVPD" energy_ev=-10890.4504 gap_ev=4.27 lumo_ev=-21.8874 total_charge=+3
Tl -0.079429 -0.055276 -0.813459 0.1 0.3 1.0
O -1.934821 1.802363 0.352430 0.2 -0.7 1.1
H -1.542910 2.496758 0.941633 0.0 0.0 -0.5
H -2.892061 2.054704 0.245026 0.3 0.0 -0.7
O 2.554819 0.672539 -0.684926 -0.2 0.0 -1.2
H 2.751745 1.596915 -0.984018 -0.3 -0.1 0.3
H 3.374221 0.361037 -0.213957 -0.6 -0.1 0.5
O -0.618755 -2.595436 0.363108 1.3 -0.2 -0.6
H -1.010436 -3.059544 1.154046 -0.5 0.7 -0.2
H -0.602373 -3.274059 -0.359882 -0.3 0.2 0.2

4.
18
Properties=species:S:1:pos:R:3:forces:R:3 method="wB97M-V/def2-TZVPD" energy_ev=-20722.9704 gap_ev=4.06 lumo_ev=-0.3648 total_charge=-1
C -0.507363 -1.241612 -0.011713 -2.6 2.5 2.0
C -1.805404 -1.074073 -0.362701 1.5 -2.4 -1.6
S -1.567495 2.482687 -1.028388 0.3 -0.1 -0.5
C 0.598760 -1.023631 -1.047105 1.7 0.5 -1.4
N 0.923370 0.463618 -1.008499 -1.5 -1.2 1.2
C 1.056544 1.089812 0.233974 0.1 0.7 0.8
O 0.347051 -1.464758 -2.224906 0.3 -0.4 0.6
H 1.597838 -1.429214 -0.487637 -1.2 0.4 -0.7
H -0.266923 -0.975609 1.017132 1.0 0.3 0.0
H -2.042470 -1.740473 -1.199277 -0.3 1.2 -0.7
H -2.585453 -0.419666 -0.014428 -0.1 -0.6 1.3
H 0.444439 1.022266 -1.731430 0.1 0.0 -0.3
H 1.853671 0.636330 0.792520 0.8 -0.4 0.6
H 0.297364 0.898488 1.059568 -0.1 -0.1 -0.8
H 1.166703 2.169511 0.197463 0.0 0.0 -0.5
H -1.728809 1.457486 -0.206726 0.0 -0.1 0.3
H 1.170489 -0.741513 3.369676 -0.1 0.1 0.1
O 1.047688 -0.109650 2.652477 0.2 -0.3 -0.3

Calculated ΔE to the lowest compared entry with this formula, charge and spin in order - 36.5 16.0 44.3 229.8 kcal/mol